[1]
Formula: C3H9NO
Source: OMol25
Level of theory: the ωB97M-V functional and the def2-TZVPD basis

Cartesian coordinates (Å):
C 2.23680 -0.24003 0.07340
C 0.09472 0.64385 0.26454
C -1.30741 0.53706 -0.23488
H 2.78874 -1.12397 -0.36947
H 2.34704 -0.30423 1.21317
H 2.73920 0.71877 -0.23543
H 0.44768 1.69058 0.04086
H 0.11147 0.50687 1.34344
H -1.87747 1.47139 0.08266
H -1.28630 0.56267 -1.34837
H -2.27205 -0.72818 1.11976
H -2.73092 -0.94588 -0.48338
N -1.92786 -0.71183 0.14822
O 0.88537 -0.31382 -0.37739

Calculated values
LUMO energy in Eh: 0.042
Gap between HOMO and LUMO in eV: 10.280
SMILES: COCCN
F_max in eV Å⁻¹: 1.692
Highest occupied orbital energy in eV: -9.1
Relative energy (zero: lowest compared OMol25 entry of this formula, charge and spin) in kcal/mol: 34.16

=====

[2]
Formula: C54H44ClF10N6OP2Pb
Source: OMol25
Level of theory: the ωB97M-V functional and the def2-TZVPD basis

Cartesian coordinates (Å):
Pb 0.39299 0.92462 2.05347
C 3.36329 -0.19586 2.75854
N 2.40514 0.70214 3.41614
C 2.99668 2.04560 3.60306
C 2.85868 2.91360 2.36476
N 1.46448 2.94081 1.94380
C 1.01519 3.91645 1.09981
C -0.35974 4.00705 0.82223
F -1.19601 3.15089 1.47079
C -0.93228 4.86514 -0.08549
F -2.24916 4.81414 -0.30366
C -0.14279 5.75430 -0.78751
F -0.66842 6.57980 -1.69352
C 1.21226 5.73835 -0.53504
F 2.01429 6.56439 -1.21215
C 1.76985 4.85993 0.38053
F 3.11376 4.90118 0.49442
C 1.92276 0.11112 4.68398
C 0.71905 0.83405 5.26036
N -0.34670 0.90438 4.26621
C -1.59356 1.31062 4.66438
C -2.67331 1.20089 3.77346
F -2.42621 0.68581 2.53433
C -3.97339 1.55722 4.04749
F -4.91286 1.39356 3.11216
C -4.30041 2.06313 5.28776
F -5.55397 2.40519 5.58492
C -3.28295 2.19924 6.20986
F -3.55484 2.69893 7.41276
C -1.97988 1.84248 5.90755
F -1.06705 2.06337 6.87393
H 4.23243 -0.38291 3.39843
H 3.71058 0.25160 1.82498
H 2.88176 -1.14738 2.52625
H 4.05521 1.94510 3.86800
H 2.48715 2.53761 4.42782
H 3.52693 2.54733 1.56968
H 3.22023 3.90497 2.64079
H 2.73266 0.10042 5.42415
H 1.64632 -0.92538 4.46813
H 1.01539 1.82143 5.62844
H 0.40908 0.26251 6.14050
N -0.01738 -2.77050 -1.42853
P 1.25613 -1.62933 -0.95552
C 2.67492 -2.78454 -0.94273
C 3.46439 -3.06570 -2.05616
C 4.52065 -3.96237 -1.95155
C 4.79583 -4.58266 -0.73988
C 4.01490 -4.30795 0.37525
C 2.96523 -3.40634 0.27517
C 1.50810 -0.66862 -2.46444
C 0.90258 -0.88166 -3.62965
C 1.17427 -0.05725 -4.81906
C 2.03654 0.95240 -4.78491
C 2.73029 1.37322 -3.52563
C 2.46364 0.48264 -2.26860
P -1.42590 -2.71038 -0.57062
C -2.52180 -3.96817 -1.19279
C -3.74437 -4.11973 -0.53706
C -4.65302 -5.05990 -0.99167
C -4.33758 -5.85249 -2.08921
C -3.11701 -5.70771 -2.73482
C -2.20646 -4.75953 -2.29345
C -1.12910 -3.02244 1.16867
C -0.52863 -4.24221 1.49389
C -0.24329 -4.54097 2.81327
C -0.55239 -3.62405 3.81501
C -1.14365 -2.41068 3.49581
C -1.43790 -2.10638 2.17276
H 0.32114 -3.69992 -1.65073
H 3.25535 -2.58852 -3.00666
H 5.13070 -4.17609 -2.82007
H 5.62182 -5.27876 -0.66334
H 4.23230 -4.78332 1.32410
H 2.35646 -3.18731 1.14787
H 0.21086 -1.71038 -3.73665
H 0.66063 -0.30545 -5.73965
H 2.23246 1.53174 -5.68010
H 3.79145 1.51518 -3.72906
H 3.38123 0.11311 -1.80159
H -3.98259 -3.51046 0.32925
H -5.60415 -5.17912 -0.48901
H -5.05002 -6.58629 -2.44506
H -2.87604 -6.32841 -3.58833
H -1.26767 -4.63536 -2.81960
H -0.28729 -4.96102 0.71651
H 0.21670 -5.48860 3.06482
H -0.33153 -3.86124 4.84822
H -1.37819 -1.69021 4.27090
H -1.88316 -1.14574 1.94676
Cl -4.62075 1.09633 -5.74817
C -3.92105 0.43084 -4.31468
C -3.12927 -0.70096 -4.39945
C -2.55366 -1.22092 -3.24804
C -2.76269 -0.61948 -2.01250
C -2.11279 -1.06156 -0.71501
C -3.58162 0.50690 -1.94722
C -4.15932 1.03514 -3.08895
H -2.96206 -1.17041 -5.36049
H -1.92938 -2.10084 -3.33252
H -2.83488 -0.96961 0.09691
H -1.28041 -0.39008 -0.46697
H -3.77008 0.98274 -0.98874
H -4.79288 1.91117 -3.03133
N 1.72802 5.15518 -4.42610
C 0.91959 4.06991 -4.55255
O 0.29942 3.81368 -5.56492
C 0.85116 3.17934 -3.33758
C 2.12020 2.61771 -2.76447
C 1.90613 1.73051 -1.50050
N 0.57466 1.58259 -0.94124
C -0.40733 2.07440 -1.58038
C -0.32873 2.86264 -2.82006
H 1.74927 5.81380 -5.18746
H 2.07486 5.45816 -3.53199
H 2.85140 3.41297 -2.61739
H 2.56072 2.01728 -0.67467
H -1.39327 1.96429 -1.12514
H -1.24735 3.23989 -3.25699

Calculated values
Total charge: +1
LUMO energy in Eh: -0.092
Gap between HOMO and LUMO in eV: 6.987
F_max in eV Å⁻¹: 0.372
Highest occupied orbital energy in eV: -9.5
Relative energy (zero: lowest compared OMol25 entry of this formula, charge and spin) in kcal/mol: 36.46

=====

[3]
Formula: C26H35NO4S
Source: OMol25
Level of theory: the ωB97M-V functional and the def2-TZVPD basis

Cartesian coordinates (Å):
C -0.47135 -4.85618 0.15367
C -0.79300 -3.72803 -0.85933
H -1.01510 -4.01976 -1.87695
H -1.78324 -3.25013 -0.48853
O 0.10682 -2.94182 -1.22834
C 0.19615 -1.89027 -0.02324
C 1.41121 -1.12282 -0.29914
C 2.72143 -1.47963 0.14542
C 3.07027 -2.90184 -0.21539
H 3.20189 -3.04988 -1.21919
H 2.31488 -3.43567 0.25032
C 4.37970 -3.21617 0.36155
O 5.55047 -2.66620 -0.10009
H 5.56063 -2.41418 -0.91401
H 4.46566 -3.21516 1.42247
H 4.63060 -4.39693 0.35218
H 3.61906 -1.00759 0.08222
H 2.54254 -1.50075 1.42857
H 1.73566 -1.04451 -1.60578
C 1.25253 0.56467 -0.12033
C -0.07118 0.87866 -0.96763
C -1.18499 0.17203 -0.53908
O -0.94544 -0.93632 0.14435
C -2.45082 0.39136 -1.17958
O -2.40867 0.89414 -2.75499
N -3.43019 0.16647 -0.64356
C -3.51011 -0.25856 0.79460
H -4.51235 -0.13040 1.05063
C -3.06158 1.08440 1.71669
C -3.22115 2.45147 1.05775
C -4.69167 3.08712 1.00790
H -5.03610 3.01407 1.98059
H -4.69117 4.03183 0.67404
C -5.76954 2.01792 0.28438
C -5.39325 1.71400 -1.12765
H -6.20751 2.02607 -1.72659
H -4.62061 2.51155 -1.69735
C -4.78387 0.38997 -1.02982
H -4.63068 0.23549 -2.34448
H -5.61479 -0.24026 -0.82816
H -6.58562 2.66024 0.44455
H -6.11818 1.31105 1.10464
H -2.73889 3.17903 1.54858
H -2.96273 2.34757 -0.02262
H -2.00468 1.07273 1.62494
H -3.24967 1.01285 2.59807
H -2.83546 -1.06266 1.07735
H 0.02484 1.61937 -1.44684
C 2.45562 1.39915 -0.89641
C 2.48134 1.58588 -2.06695
S 4.05432 2.48497 -2.54578
C 4.45068 2.59895 -0.85900
C 5.71486 3.25880 -0.36019
C 5.74703 3.10000 1.20778
C 4.86503 2.47093 2.03780
C 3.69749 1.99870 1.58832
C 3.44947 1.83764 -0.07472
H 2.86136 1.41149 2.07298
H 4.91828 2.63665 3.01329
H 6.67651 3.66248 1.84991
H 6.30563 3.62013 -0.98750
H 2.03435 1.18092 -2.83072
H 1.26020 0.69914 0.77873
H 0.23256 -2.31058 1.01697
H 0.39675 -5.44577 -0.28018
H -1.27968 -5.66679 0.16003
H -0.31253 -4.59108 1.12883

Calculated values
LUMO energy in Eh: 0.001
Gap between HOMO and LUMO in eV: 8.117
F_max in eV Å⁻¹: 18.904
Highest occupied orbital energy in eV: -8.1
Relative energy (zero: lowest compared OMol25 entry of this formula, charge and spin) in kcal/mol: 620.91

=====

[4]
Formula: C4H5NO2S
Source: OMol25
Level of theory: the ωB97M-V functional and the def2-TZVPD basis

Cartesian coordinates (Å):
C 1.45430 -0.07805 0.08753
C -0.12824 -1.57287 -0.00474
C -0.76388 -0.35018 0.07380
C 0.27089 0.60334 0.11514
H 3.21286 0.18457 -0.93806
H 3.37924 0.13047 0.64870
H -0.51792 -2.55710 -0.21356
H -2.45304 1.02102 0.84184
H 0.91036 2.34640 -0.27228
N 2.75507 0.46441 -0.06559
O 1.25295 -1.43262 0.03417
O 0.09621 1.87609 -0.01998
S -2.47555 0.02891 -0.08447

Calculated values
LUMO energy in Eh: 0.026
Gap between HOMO and LUMO in eV: 8.847
SMILES: Nc1occ(S)c1O
F_max in eV Å⁻¹: 3.486
Highest occupied orbital energy in eV: -8.1
Relative energy (zero: lowest compared OMol25 entry of this formula, charge and spin) in kcal/mol: 46.20